1.
This record from the Open Molecules 2025 dataset describes a cluster of 7 separate species, C33H72N5O10 in total in a non-equilibrium geometry. The level of theory is the ωB97M-V functional and the def2-TZVPD basis.

Total charge: +1

Each atom is followed by the atoms it is bonded to, with distances in Å.
Positions of all 120 atoms, in Å:
1 C -2.83408 4.16974 -1.94091  C2 1.573, H25 1.129, H26 1.120, H27 1.126
2 C -2.04361 2.92482 -1.39439  C1 1.573, C3 1.599, H28 1.132, H29 1.127
3 C -2.18784 1.61185 -2.29527  C2 1.599, N4 1.491, H30 1.119, H31 1.117
4 N -0.87241 1.35084 -2.94678  C3 1.491, C5 1.384, C19 1.403
5 C -0.71767 1.66964 -4.28512  N4 1.384, N6 1.448, C7 1.489
6 N -1.79087 2.26576 -5.05341  C5 1.448, H32 1.025, H33 1.027
7 C 0.56999 1.46461 -5.00332  C5 1.489, N8 1.433, C9 1.468
8 N 0.69442 1.84647 -6.37924  C7 1.433, H34 1.023, H35 1.024
9 C 1.69946 0.90716 -4.24938  C7 1.468, C10 1.556, C16 1.492
10 C 3.05941 0.73945 -4.98699  C9 1.556, O11 1.184, O12 1.420
11 O 3.47625 -0.31583 -5.32682  C10 1.184
12 O 3.72844 1.96026 -5.26894  C10 1.420, O13 1.379
13 O 3.74593 2.74416 -4.13399  O12 1.379, C14 1.384
14 C 2.88361 3.81189 -4.31117  O13 1.384, N15 1.148
15 N 1.89801 4.39838 -4.25838  C14 1.148
16 C 1.49479 0.57284 -2.80988  C9 1.492, C17 1.560, C19 1.484
17 C 2.73400 0.00479 -2.05242  C16 1.560, C18 1.596, H36 1.117, H37 1.133
18 C 3.21061 -1.43737 -2.54182  C17 1.596, H38 1.129, H39 1.128, H40 1.116
19 C 0.16637 0.79439 -2.18626  N4 1.403, C16 1.484, C20 1.565
20 C -0.02819 0.39344 -0.68576  C19 1.565, C21 1.610, H41 1.117, H42 1.124
21 C -0.60227 -1.10149 -0.52248  C20 1.610, O22 1.450, C23 1.611, H43 1.123
22 O 0.20235 -1.80924 0.45455  C21 1.450, H44 0.973
23 C -2.09724 -1.11676 0.07640  C21 1.611, N24 1.458, H45 1.135, H46 1.126
24 N -2.35837 -2.19995 1.01640  C23 1.458, H47 1.018, H48 1.017
25 H -2.83098 4.94423 -1.11913  C1 1.129
26 H -2.31537 4.59748 -2.83696  C1 1.120
27 H -3.91912 3.93139 -2.12160  C1 1.126
28 H -0.94047 3.17336 -1.34031  C2 1.132
29 H -2.33401 2.63045 -0.34568  C2 1.127
30 H -2.45368 0.69121 -1.71782  C3 1.119
31 H -3.01823 1.80595 -3.01632  C3 1.117
32 H -2.27657 1.53337 -5.58126  N6 1.025
33 H -1.40842 2.99068 -5.67240  N6 1.027
34 H 1.34162 1.20993 -6.85194  N8 1.023
35 H -0.20490 1.75675 -6.86125  N8 1.024
36 H 2.63649 -0.01203 -0.93974  C17 1.117
37 H 3.58789 0.71589 -2.27484  C17 1.133
38 H 4.32606 -1.38444 -2.70918  C18 1.129
39 H 3.08184 -2.14251 -1.67035  C18 1.128
40 H 2.68411 -1.77600 -3.46561  C18 1.116
41 H 0.91954 0.42549 -0.09504  C20 1.117
42 H -0.76177 1.05601 -0.15068  C20 1.124
43 H -0.60591 -1.68195 -1.48420  C21 1.123
44 H 1.13415 -1.79783 0.17485  O22 0.973
45 H -2.77421 -1.27898 -0.82047  C23 1.135
46 H -2.39818 -0.12079 0.50749  C23 1.126
47 H -2.13470 -3.10604 0.61062  N24 1.018
48 H -1.91800 -2.05592 1.92134  N24 1.017
49 C 0.61007 6.12484 -7.37466  C50 1.523, H53 1.094, H54 1.092, H55 1.092
50 C -0.59825 5.26472 -7.71988  C49 1.523, C51 1.520, O52 1.433, H56 1.093
51 C -1.57118 6.01221 -8.61753  C50 1.520, H57 1.094, H58 1.092, H59 1.092
52 O -1.26715 4.87049 -6.51487  C50 1.433, H60 0.965
53 H 0.30843 7.02662 -6.83351  C49 1.094
54 H 1.29231 5.57643 -6.72160  C49 1.092
55 H 1.15085 6.42359 -8.27492  C49 1.092
56 H -0.26675 4.35024 -8.21794  C50 1.093
57 H -1.95082 6.90872 -8.11849  C51 1.094
58 H -2.43707 5.38792 -8.84917  C51 1.092
59 H -1.09513 6.31009 -9.55369  C51 1.092
60 H -1.56511 5.67073 -6.06506  O52 0.965
61 C -7.10368 -4.70002 -0.05812  C62 1.521, H65 1.094, H66 1.092, H67 1.092
62 C -6.04822 -3.60667 -0.00023  C61 1.521, C63 1.520, O64 1.429, H68 1.093
63 C -6.06266 -2.89344 1.34178  C62 1.520, H69 1.095, H70 1.092, H71 1.092
64 O -6.28496 -2.66096 -1.04529  C62 1.429, H72 0.965
65 H -8.10621 -4.28032 0.06880  C61 1.094
66 H -7.08873 -5.19643 -1.03104  C61 1.092
67 H -6.93894 -5.44944 0.71892  C61 1.092
68 H -5.06055 -4.04007 -0.17446  C62 1.093
69 H -7.02971 -2.41164 1.51843  C63 1.095
70 H -5.30700 -2.10547 1.36347  C63 1.092
71 H -5.86599 -3.58881 2.16049  C63 1.092
72 H -7.15610 -2.27179 -0.90054  O64 0.965
73 C -0.58008 8.31529 1.04355  C74 1.520, H77 1.094, H78 1.092, H79 1.092
74 C -0.84817 6.88462 0.60494  C73 1.520, C75 1.521, O76 1.428, H80 1.093
75 C 0.44862 6.13754 0.33182  C74 1.521, H81 1.094, H82 1.093, H83 1.092
76 O -1.65177 6.89060 -0.57589  C74 1.428, H84 0.965
77 H -0.05108 8.86927 0.26213  C73 1.094
78 H -1.51884 8.84235 1.22558  C73 1.092
79 H 0.01873 8.34308 1.95626  C73 1.092
80 H -1.41623 6.36358 1.37921  C74 1.093
81 H 1.01236 6.61778 -0.47378  C75 1.094
82 H 0.24095 5.11434 0.00734  C75 1.093
83 H 1.07837 6.10026 1.22322  C75 1.092
84 H -1.15955 7.34941 -1.26804  O76 0.965
85 C 0.33299 -6.16335 2.96656  C86 1.520, H89 1.094, H90 1.092, H91 1.092
86 C -0.51848 -5.82788 1.75269  C85 1.520, C87 1.521, O88 1.429, H92 1.092
87 C 0.26388 -6.00929 0.46097  C86 1.521, H93 1.095, H94 1.093, H95 1.092
88 O -0.97245 -4.47669 1.84745  C86 1.429, H96 0.966
89 H 1.20406 -5.50438 3.02699  C85 1.094
90 H -0.23665 -6.01829 3.88650  C85 1.092
91 H 0.68114 -7.19783 2.93085  C85 1.092
92 H -1.40484 -6.46624 1.73789  C86 1.092
93 H 1.13277 -5.34376 0.43578  C87 1.095
94 H -0.35595 -5.75456 -0.40241  C87 1.093
95 H 0.61043 -7.03884 0.35028  C87 1.092
96 H -0.19602 -3.90159 1.86109  O88 0.966
97 C 4.77751 -6.27387 4.65115  C98 1.521, H101 1.094, H102 1.093, H103 1.092
98 C 3.91883 -5.26062 5.39250  C97 1.521, C99 1.520, O100 1.427, H104 1.093
99 C 4.49771 -4.94203 6.76181  C98 1.520, H105 1.094, H106 1.091, H107 1.092
100 O 2.59659 -5.77726 5.54252  C98 1.427, H108 0.965
101 H 4.82980 -7.21721 5.20277  C97 1.094
102 H 4.34469 -6.50158 3.67404  C97 1.093
103 H 5.79299 -5.89935 4.50472  C97 1.092
104 H 3.84221 -4.34312 4.80359  C98 1.093
105 H 4.54092 -5.84023 7.38536  C99 1.094
106 H 3.86699 -4.22297 7.28651  C99 1.091
107 H 5.50432 -4.52743 6.67853  C99 1.092
108 H 2.65176 -6.58894 6.06189  O100 0.965
109 C 2.51068 -1.32536 10.62970  C110 1.521, H113 1.094, H114 1.092, H115 1.092
110 C 3.60693 -1.41461 9.57950  C109 1.521, C111 1.521, O112 1.426, H116 1.092
111 C 3.09647 -0.99252 8.21006  C110 1.521, H117 1.095, H118 1.093, H119 1.092
112 O 4.09485 -2.75320 9.51303  C110 1.426, H120 0.965
113 H 1.67797 -1.99027 10.38053  C109 1.094
114 H 2.88771 -1.64116 11.60468  C109 1.092
115 H 2.12844 -0.30584 10.71646  C109 1.092
116 H 4.44650 -0.77933 9.87033  C110 1.092
117 H 2.28345 -1.64646 7.87920  C111 1.095
118 H 3.89073 -1.07162 7.46395  C111 1.093
119 H 2.73159 0.03699 8.22436  C111 1.092
120 H 3.36047 -3.32456 9.25679  O112 0.965

***

2.
This record from the Open Molecules 2025 dataset describes a cluster of 10 separate species, C33H73N7O13 in total in a non-equilibrium geometry. The level of theory is the ωB97M-V functional and the def2-TZVPD basis.

Relative energy (zero: lowest compared OMol25 entry of this formula, charge and spin) (kcal/mol): 0.0
Total charge: 0

Each atom is followed by the atoms it is bonded to, with distances in Å.
Positions of all 126 atoms, in Å:
1 C -7.09259 2.65456 3.90202  C2 1.550, H7 1.090, H8 1.090, H9 1.090
2 C -5.72512 1.95202 4.09646  C1 1.550, O3 1.404, H10 1.090, H11 1.090
3 O -4.71634 2.75515 3.53971  C2 1.404, C4 1.371
4 C -4.20488 2.59122 2.27874  O3 1.371, C5 1.531, O6 1.230
5 C -3.40683 3.84933 1.92514  C4 1.531, H12 1.090, H13 1.090, H14 1.090
6 O -4.34036 1.65973 1.48622  C4 1.230
7 H -7.75881 2.06948 3.26804  C1 1.090
8 H -7.10577 3.65194 3.46250  C1 1.090
9 H -7.50947 2.66379 4.90911  C1 1.090
10 H -5.58362 1.83961 5.17137  C2 1.090
11 H -5.69412 0.97166 3.62101  C2 1.090
12 H -2.52341 3.57090 1.35058  C5 1.090
13 H -3.07771 4.42255 2.79186  C5 1.090
14 H -4.02115 4.41888 1.22778  C5 1.090
15 C -1.07291 1.42155 -1.92939  C16 1.538, H21 1.090, H22 1.090, H23 1.090
16 C -0.86483 1.28297 -0.41189  C15 1.538, O17 1.359, H24 1.090, H25 1.090
17 O -0.53110 0.00168 -0.10736  C16 1.359, C18 1.339
18 C 0.73355 -0.42727 -0.21122  O17 1.339, C19 1.536, O20 1.234
19 C 0.89186 -1.81743 0.42155  C18 1.536, H26 1.090, H27 1.090, H28 1.090
20 O 1.67604 0.16456 -0.74539  C18 1.234
21 H -0.14843 1.26423 -2.48500  C15 1.090
22 H -1.44670 2.40539 -2.21306  C15 1.090
23 H -1.71986 0.75385 -2.49835  C15 1.090
24 H -0.03935 1.95876 -0.18830  C16 1.090
25 H -1.81385 1.52065 0.06871  C16 1.090
26 H 1.49139 -1.77367 1.33081  C19 1.090
27 H 1.30641 -2.56305 -0.25690  C19 1.090
28 H -0.08689 -2.17290 0.74370  C19 1.090
29 C 0.77566 6.68342 -4.92335  C30 1.556, H35 1.090, H36 1.090, H37 1.090
30 C 1.99257 6.24784 -4.05615  C29 1.556, O31 1.443, H38 1.090, H39 1.090
31 O 1.63876 5.05466 -3.32509  C30 1.443, C32 1.417
32 C 2.54411 4.62861 -2.32119  O31 1.417, C33 1.542, O34 1.232
33 C 2.23876 3.16365 -1.94888  C32 1.542, H40 1.090, H41 1.090, H42 1.090
34 O 3.44477 5.22744 -1.73224  C32 1.232
35 H 1.13252 6.63637 -5.95220  C29 1.090
36 H 0.40284 7.70090 -4.80580  C29 1.090
37 H -0.10159 6.05539 -4.76816  C29 1.090
38 H 2.91010 6.20815 -4.64324  C30 1.090
39 H 2.17640 7.02435 -3.31362  C30 1.090
40 H 2.48652 2.95862 -0.90739  C33 1.090
41 H 2.93290 2.60453 -2.57630  C33 1.090
42 H 1.23653 2.81382 -2.19634  C33 1.090
43 C -0.21167 -3.26737 -3.61668  N44 1.483, H48 1.090, H49 1.090, H50 1.090
44 N 1.21092 -2.95803 -3.33550  C43 1.483, C45 1.531, C46 1.330
45 C 1.98300 -4.22104 -2.94340  N44 1.531, H51 1.090, H52 1.090, H53 1.090
46 C 1.81447 -1.84838 -3.75261  N44 1.330, O47 1.264, H54 1.101
47 O 3.06140 -1.66372 -3.66466  C46 1.264
48 H -0.67867 -2.34612 -3.96494  C43 1.090
49 H -0.73304 -3.54988 -2.70211  C43 1.090
50 H -0.19812 -4.05564 -4.36938  C43 1.090
51 H 1.62666 -4.78610 -2.08211  C45 1.090
52 H 2.01313 -4.91192 -3.78595  C45 1.090
53 H 3.01376 -3.97756 -2.68581  C45 1.090
54 H 1.07404 -1.07917 -4.02150  C46 1.101
55 C 3.61950 -4.01836 2.50546  N56 1.510, H60 1.090, H61 1.090, H62 1.090
56 N 2.64857 -3.10071 3.20940  C55 1.510, C57 1.475, C58 1.338
57 C 3.26273 -1.78845 3.48417  N56 1.475, H63 1.090, H64 1.090, H65 1.090
58 C 1.51368 -3.51094 3.78833  N56 1.338, O59 1.208, H66 1.101
59 O 1.01071 -4.60213 3.66631  C58 1.208
60 H 3.84910 -3.57812 1.53510  C55 1.090
61 H 3.31431 -5.05627 2.37240  C55 1.090
62 H 4.47917 -4.10781 3.16959  C55 1.090
63 H 3.92593 -1.84506 4.34734  C57 1.090
64 H 3.73904 -1.42818 2.57234  C57 1.090
65 H 2.50153 -1.04376 3.71676  C57 1.090
66 H 1.05246 -2.68250 4.34793  C58 1.101
67 C 4.89706 -1.48271 -0.60431  N68 1.447, H72 1.090, H73 1.090, H74 1.090
68 N 5.47913 -0.38798 -1.35050  C67 1.447, C69 1.495, C70 1.360
69 C 6.95106 -0.20163 -1.16449  N68 1.495, H75 1.090, H76 1.090, H77 1.090
70 C 4.77224 0.47527 -2.12805  N68 1.360, O71 1.211, H78 1.101
71 O 5.24338 1.45622 -2.65884  C70 1.211
72 H 4.63639 -1.13578 0.39559  C67 1.090
73 H 5.67387 -2.24653 -0.63931  C67 1.090
74 H 4.00671 -1.91397 -1.06191  C67 1.090
75 H 7.41428 -1.18827 -1.15604  C69 1.090
76 H 7.38575 0.23485 -2.06373  C69 1.090
77 H 7.32295 0.23587 -0.23799  C69 1.090
78 H 3.69215 0.26217 -2.11469  C70 1.101
79 C -3.24043 -1.43132 2.17841  N80 1.455, H84 1.090, H85 1.090, H86 1.090
80 N -4.30473 -1.70005 3.13363  C79 1.455, C81 1.456, C82 1.364
81 C -3.94074 -2.08397 4.49019  N80 1.456, H87 1.090, H88 1.090, H89 1.090
82 C -5.59639 -1.40426 2.80810  N80 1.364, O83 1.209, H90 1.101
83 O -6.50439 -1.50706 3.59900  C82 1.209
84 H -3.61914 -1.33681 1.16069  C79 1.090
85 H -2.64326 -2.32429 1.99375  C79 1.090
86 H -2.49828 -0.69806 2.49406  C79 1.090
87 H -3.28633 -1.31873 4.90762  C81 1.090
88 H -4.81421 -2.04006 5.14073  C81 1.090
89 H -3.45103 -3.05631 4.43701  C81 1.090
90 H -5.84298 -1.14719 1.76632  C82 1.101
91 C 5.59554 2.69778 0.81536  N92 1.488, H96 1.090, H97 1.090, H98 1.090
92 N 5.19997 1.68508 1.83145  C91 1.488, C93 1.421, C94 1.347
93 C 3.80198 1.49872 2.00259  N92 1.421, H99 1.090, H100 1.090, H101 1.090
94 C 6.12845 1.09165 2.60545  N92 1.347, O95 1.199, H102 1.101
95 O 5.89487 0.25300 3.42919  C94 1.199
96 H 5.05945 2.45121 -0.10110  C91 1.090
97 H 6.67898 2.81721 0.81667  C91 1.090
98 H 5.18018 3.68464 1.01952  C91 1.090
99 H 3.40820 1.25738 1.01527  C93 1.090
100 H 3.44487 0.72672 2.68419  C93 1.090
101 H 3.39635 2.46039 2.31682  C93 1.090
102 H 7.14666 1.47258 2.43127  C94 1.101
103 C -0.46106 -5.77505 0.82391  N104 1.465, H108 1.090, H109 1.090, H110 1.090
104 N -1.78151 -5.71420 0.19159  C103 1.465, C105 1.433, C106 1.354
105 C -2.78848 -5.55085 1.19760  N104 1.433, H111 1.090, H112 1.090, H113 1.090
106 C -2.14965 -5.81495 -1.10743  N104 1.354, O107 1.213, H114 1.101
107 O -1.37419 -6.10885 -1.99298  C106 1.213
108 H -0.33284 -4.80449 1.30316  C103 1.090
109 H 0.31462 -5.91164 0.07042  C103 1.090
110 H -0.54381 -6.65601 1.46043  C103 1.090
111 H -2.72437 -6.33367 1.95337  C105 1.090
112 H -2.61154 -4.67514 1.82204  C105 1.090
113 H -3.79479 -5.48697 0.78368  C105 1.090
114 H -3.20538 -5.56455 -1.29435  C106 1.101
115 C -4.83580 1.67641 -2.01575  N116 1.498, H120 1.090, H121 1.090, H122 1.090
116 N -4.91061 2.91618 -2.85264  C115 1.498, C117 1.438, C118 1.375
117 C -3.89367 3.12043 -3.84889  N116 1.438, H123 1.090, H124 1.090, H125 1.090
118 C -5.92836 3.81558 -2.63640  N116 1.375, O119 1.259, H126 1.101
119 O -6.75604 3.69576 -1.69549  C118 1.259
120 H -3.85175 1.66074 -1.54723  C115 1.090
121 H -5.04695 0.79848 -2.62629  C115 1.090
122 H -5.55071 1.55626 -1.20177  C115 1.090
123 H -2.85711 3.14649 -3.51280  C117 1.090
124 H -3.96721 2.41220 -4.67417  C117 1.090
125 H -3.96307 4.08421 -4.35329  C117 1.090
126 H -5.97287 4.68715 -3.30765  C118 1.101

***

In the order shown, the computed E_tot values come out to -2326.31064 -2662.53663 Eh.
In the order shown, the computed Kohn-Sham gap values come out to 0.2597 0.3359 Ha.